1.
The following is a quantum chemistry calculation of a structure of composition C24H29ClN2O2PTl, from OMol25.

## Properties
Largest force on an atom in Eh/bohr: 0.08228
HOMO-LUMO gap in eV: 6.58
LUMO level in eV: -8.0
Molecular weight in g mol⁻¹: 648.3
Total energy in hartree: -2165.32802
HOMO in eV: -14.55
Charge: +2

Cartesian coordinates (Å):
Tl: -0.133 -0.193 -0.071
Cl: -0.156 -2.653 0.005
C: 0.148 2.202 -0.005
O: 0.246 3.268 0.369
P: 0.065 0.109 -2.526
C: -1.528 -0.271 -3.295
C: 0.522 1.755 -3.149
C: 1.345 -1.045 -3.084
C: 1.752 1.945 -3.795
C: 2.078 3.211 -4.293
C: 1.188 4.278 -4.085
C: -0.014 4.111 -3.371
C: -0.331 2.847 -2.871
H: 2.422 1.095 -3.931
H: 3.009 3.336 -4.852
H: 1.434 5.254 -4.489
H: -0.705 4.946 -3.220
H: -1.252 2.693 -2.307
C: -2.473 -1.093 -2.635
C: -3.669 -1.407 -3.293
C: -3.906 -0.885 -4.579
C: -2.975 -0.046 -5.216
C: -1.783 0.273 -4.564
H: -2.243 -1.509 -1.653
H: -4.398 -2.067 -2.816
H: -4.824 -1.138 -5.098
H: -3.145 0.365 -6.213
H: -1.045 0.927 -5.026
C: 1.116 -1.775 -4.257
C: 2.115 -2.631 -4.724
C: 3.298 -2.780 -3.982
C: 3.499 -2.097 -2.769
C: 2.510 -1.230 -2.304
H: 0.176 -1.640 -4.793
H: 1.959 -3.152 -5.668
H: 4.079 -3.433 -4.355
H: 4.419 -2.219 -2.199
H: 2.633 -0.717 -1.347
H: -3.027 -3.951 -0.370
H: -2.372 -4.313 -0.423
C: 2.325 -0.157 3.052
N: 1.207 -0.067 3.975
C: 1.511 -0.091 5.398
C: -0.004 -0.105 3.387
O: -0.042 -0.283 2.115
N: -1.220 0.091 3.993
C: -1.578 0.109 5.395
C: -2.315 0.143 3.071
H: 3.217 -0.209 3.687
H: 2.376 0.719 2.392
H: 2.253 -1.030 2.392
H: 1.128 0.820 5.897
H: 1.015 -0.949 5.894
H: 2.606 -0.166 5.455
H: -2.152 1.038 5.610
H: -2.267 -0.740 5.611
H: -0.672 0.048 5.974
H: -2.240 1.019 2.422
H: -2.345 -0.734 2.421
H: -3.205 0.209 3.709

***

2.
The following is a quantum chemistry calculation of a structure of composition C2H2FeO4, from OMol25.

## Properties
Largest force on an atom in Eh/bohr: 0.05867
Energy relative to the best compared isomer or geometry (same formula, charge and spin) in kJ/mol: 22.6
2S+1: 6
HOMO-LUMO gap (alpha / beta) in eV: 6.01 / 8.29
LUMO level (alpha / beta) in eV: 3.7 / 3.6
Molecular weight in g mol⁻¹: 145.9
Total energy in hartree: -1642.07737
HOMO (alpha / beta) in eV: -2.34 / -4.66
Charge: -1
⟨S²⟩: 8.762

Cartesian coordinates (Å):
O: 2.059 -2.406 -0.726
C: 1.893 -1.668 0.187
O: 2.157 -1.449 1.323
O: 0.534 -0.021 -0.576
C: 0.166 1.054 0.274
O: -0.667 1.907 -0.425
Fe: -0.549 0.806 -1.990
H: 1.088 1.578 0.619
H: -0.338 0.642 1.179

***

3.
The following is a quantum chemistry calculation of the ion C7H13N5O2 with charge +2, from OMol25.

## Properties
Largest force on an atom in Eh/bohr: 0.08774
Energy relative to the best compared isomer or geometry (same formula, charge and spin) in kJ/mol: 228.2
HOMO-LUMO gap in eV: 8.86
LUMO level in eV: -8.0
Molecular weight in g mol⁻¹: 199.2
Total energy in hartree: -698.05916
HOMO in eV: -16.89
Charge: +2

Cartesian coordinates (Å):
C: -0.603 0.122 2.294
C: 1.326 -1.748 -0.913
C: 2.149 0.049 0.379
C: -0.592 0.664 0.192
C: -0.850 -0.891 0.296
C: -0.433 2.799 -0.886
C: -2.832 -0.508 -1.055
N: -0.535 1.113 1.451
N: -0.593 -1.096 1.731
N: 2.276 -1.022 -0.454
N: 0.047 -1.631 -0.654
N: 3.205 0.481 0.975
O: -0.523 1.330 -0.865
O: -2.225 -1.120 0.100
H: -0.675 0.372 3.286
H: 1.702 -2.547 -1.648
H: 0.410 3.009 -0.271
H: -1.320 2.983 -0.225
H: -0.350 2.952 -2.000
H: -3.926 -0.679 -1.196
H: -2.444 -0.991 -1.992
H: -2.624 0.503 -1.123
H: -0.608 -2.003 2.200
H: 3.209 -1.188 -0.922
H: -0.554 -2.379 -1.079
H: 3.247 1.280 1.472
H: 4.117 0.147 0.907

***

4.
The following is a quantum chemistry calculation of a structure of composition C40H54N2OP2PdS, from OMol25.

## Properties
Largest force on an atom in Eh/bohr: 0.02022
Energy relative to the best compared isomer or geometry (same formula, charge and spin) in kJ/mol: 54.2
HOMO-LUMO gap in eV: 4.17
LUMO level in eV: 4.0
Molecular weight in g mol⁻¹: 779.3
Total energy in hartree: -2950.12801
HOMO in eV: -0.18
Charge: -2

Cartesian coordinates (Å):
Pd: 0.130 -0.099 0.105
C: 4.302 0.199 -0.052
C: 3.787 -0.925 0.844
C: 3.571 -0.410 2.268
P: 2.119 -1.559 0.241
C: 2.697 -2.442 -1.336
C: 2.583 -1.511 -2.543
C: 1.895 -3.708 -1.635
C: 1.951 -3.020 1.345
C: 2.931 -3.583 2.146
C: 2.643 -4.619 3.031
C: 1.335 -5.085 3.129
C: 0.341 -4.575 2.318
C: 0.629 -3.568 1.363
N: -0.236 -3.016 0.506
C: -1.269 -3.589 -0.101
C: -1.426 -4.998 -0.273
C: -2.514 -5.529 -0.927
C: -3.492 -4.700 -1.473
C: -3.320 -3.322 -1.394
C: -2.240 -2.741 -0.741
P: -1.963 -0.930 -0.582
C: -3.569 -0.397 0.261
C: -4.909 -0.391 -0.472
C: -3.656 -1.243 1.534
C: -2.061 -0.285 -2.356
C: -3.033 -0.855 -3.387
C: -2.167 1.241 -2.270
H: 5.115 0.741 0.440
H: 3.500 0.909 -0.259
H: 4.673 -0.189 -1.003
H: 4.527 -1.736 0.848
H: 2.732 0.282 2.283
H: 4.456 0.114 2.642
H: 3.336 -1.224 2.952
H: 3.746 -2.725 -1.175
H: 1.531 -1.252 -2.687
H: 2.947 -2.008 -3.449
H: 3.138 -0.583 -2.412
H: 0.851 -3.453 -1.816
H: 1.929 -4.415 -0.807
H: 2.291 -4.202 -2.530
H: 3.955 -3.232 2.085
H: 3.425 -5.039 3.655
H: 1.095 -5.867 3.844
H: -0.676 -4.940 2.399
H: -0.657 -5.652 0.119
H: -2.613 -6.608 -1.015
H: -4.362 -5.120 -1.968
H: -4.070 -2.693 -1.855
H: -3.340 0.624 0.563
H: -5.200 -1.395 -0.785
H: -4.889 0.258 -1.349
H: -5.689 -0.015 0.201
H: -3.917 -2.275 1.290
H: -4.404 -0.845 2.227
H: -2.682 -1.248 2.031
H: -1.051 -0.526 -2.708
H: -4.077 -0.689 -3.111
H: -2.872 -1.924 -3.520
H: -2.860 -0.365 -4.353
H: -3.184 1.545 -2.001
H: -1.899 1.719 -3.218
H: -1.482 1.589 -1.493
C: 2.503 3.237 4.350
C: 3.264 3.629 3.256
C: 2.890 3.304 1.963
C: 1.723 2.541 1.702
C: 1.010 2.082 2.845
C: 1.378 2.443 4.122
N: 1.298 2.111 0.493
C: 1.669 2.605 -0.710
C: 1.396 1.768 -1.828
C: 1.697 2.148 -3.114
C: 2.270 3.396 -3.377
C: 2.491 4.257 -2.312
C: 2.195 3.888 -1.007
H: 2.808 3.496 5.358
H: 4.166 4.212 3.420
H: 3.544 3.569 1.142
H: 0.203 1.381 2.660
H: 0.800 2.085 4.969
H: 0.928 0.796 -1.577
H: 1.482 1.475 -3.939
H: 2.508 3.697 -4.391
H: 2.913 5.242 -2.498
H: 2.348 4.608 -0.212
O: -1.711 1.879 1.130
S: -1.868 3.271 1.583
C: -1.178 4.386 0.281
C: -2.308 4.847 -0.621
C: -3.512 5.060 0.291
C: -3.614 3.789 1.113
H: -0.409 3.820 -0.233
H: -0.725 5.221 0.820
H: -2.536 4.067 -1.351
H: -2.041 5.757 -1.165
H: -4.426 5.249 -0.278
H: -3.336 5.920 0.944
H: -4.009 2.958 0.527
H: -4.195 3.905 2.028